DFT (ωB97M-V/def2-TZVPD) results for 8 unconnected molecules or ions with the total composition C22H62BF4N4O10.

The geometry in XYZ format:
```
103
Properties=species:S:1:pos:R:3:forces:R:3
B -0.1776 -0.4574 0.0796 -0.159 -0.601 0.996
F -0.6851 -0.2381 1.3857 0.421 -0.238 0.439
F -0.1948 0.7730 -0.5445 0.497 -0.214 -0.567
F 1.0712 -1.1145 0.1806 0.294 0.741 -0.139
F -1.0128 -1.4262 -0.5114 -0.179 0.409 -0.852
C 2.3190 1.4943 2.5686 0.992 -0.202 0.452
C 2.7803 0.1405 3.0655 0.249 -0.512 -0.339
O 3.6455 0.2867 4.1874 0.107 0.367 0.456
O 1.9650 2.2804 3.6885 -1.220 0.437 -0.030
H 1.4992 1.2611 1.8868 -0.336 0.556 0.223
H 3.0836 2.0812 2.0440 0.166 -0.496 -0.312
H 3.3395 -0.4307 2.3189 -0.476 0.125 -0.362
H 1.8835 -0.4173 3.3589 0.139 -0.056 -0.009
H 4.3311 -0.3771 4.1306 0.056 -0.056 0.065
H 2.4955 2.0352 4.4520 0.225 -0.239 -0.197
C -0.7034 -4.6031 -0.8625 0.734 -1.112 0.447
C -2.0711 -5.2505 -0.7658 0.018 -0.301 -0.842
O -2.1394 -6.2005 0.2987 -0.522 0.820 0.597
O -0.3399 -3.8227 0.2558 0.041 0.234 -0.454
H -0.5556 -4.0828 -1.8124 -0.213 0.142 0.001
H -0.0223 -5.4667 -0.8417 0.270 0.048 -0.375
H -2.2977 -5.8463 -1.6582 0.379 0.384 -0.494
H -2.8273 -4.4627 -0.7870 -0.305 -0.289 1.043
H -1.7423 -7.0213 0.0036 0.092 0.076 -0.169
H -0.1398 -2.9233 -0.0650 -0.317 -0.479 0.371
C -2.2230 2.5693 1.4470 0.766 -1.395 -0.225
C -2.7345 3.1369 2.7619 -0.208 0.162 -0.704
O -4.0422 3.6504 2.5050 -0.257 0.234 0.049
O -2.7935 1.3175 1.0867 -0.421 0.549 0.353
H -1.1441 2.3882 1.4928 0.131 0.410 0.356
H -2.3745 3.2453 0.6021 -0.254 0.438 0.285
H -2.0541 3.9310 3.0856 -0.013 0.051 0.020
H -2.7964 2.3782 3.5460 0.205 -0.169 -0.131
H -4.2450 4.3694 3.1073 0.091 -0.074 0.107
H -2.0832 0.6551 1.0905 -0.434 0.265 0.161
C 0.1946 -3.0365 4.3853 0.414 0.497 0.179
C -1.3398 -3.1821 4.3561 1.342 0.074 -1.125
C -2.0201 -1.9438 4.9232 -0.190 -1.882 -0.378
O -3.4142 -2.1921 4.9612 0.141 0.353 -0.369
C -4.1396 -1.1147 5.4812 0.291 0.837 -0.378
N -1.6555 -3.4800 2.8993 0.220 -0.084 1.763
H 0.6224 -4.0320 4.5186 0.213 0.129 0.312
H 0.5654 -2.3220 5.1304 0.062 -0.336 0.213
H 0.5900 -2.7015 3.4254 -0.150 0.255 -0.060
H -1.4587 -4.0413 5.0204 -1.088 -0.097 -0.344
H -1.7248 -1.1336 4.2492 -0.294 0.555 0.423
H -1.6797 -1.8854 5.9625 0.319 0.749 -0.046
H -3.8189 -0.1411 5.0817 0.258 -0.148 -0.258
H -3.9877 -1.0094 6.5629 -0.482 -0.295 0.132
H -5.1689 -1.1998 5.1361 -0.130 -0.294 0.567
H -0.9245 -4.1645 2.7169 -0.513 -0.553 -0.550
H -1.2271 -2.7039 2.3953 -0.542 0.324 -0.144
C 3.5438 4.3723 -2.5882 -0.600 -0.701 -0.384
C 3.5304 5.4519 -1.5365 0.175 0.721 0.852
C 2.7216 5.1116 -0.2849 -1.106 0.510 -0.216
O 1.3228 4.9137 -0.5674 0.820 -1.467 0.257
C 0.9586 3.5158 -0.3986 0.012 1.363 -0.632
N 4.8854 5.8191 -1.0933 -0.378 -0.007 0.207
H 3.6435 3.3451 -2.2226 0.133 0.173 0.560
H 4.3877 4.4922 -3.2696 -0.265 0.311 -0.269
H 2.5812 4.3465 -3.1056 0.190 0.142 -0.317
H 3.0925 6.3751 -1.9272 -0.067 -0.159 -0.270
H 2.6323 5.9402 0.4193 1.054 0.143 -0.048
H 3.2134 4.2585 0.1936 -0.323 -0.137 0.192
H 1.3311 3.1215 0.5470 -0.120 0.033 0.018
H 1.3888 2.9662 -1.2369 -0.232 -0.388 0.090
H -0.1259 3.5306 -0.4277 0.002 -0.478 -0.027
H 5.4765 4.9991 -1.1349 0.281 0.208 -0.074
H 5.2292 6.5527 -1.6951 0.409 -0.210 -0.027
C 4.1272 0.3677 -1.4435 -0.488 -1.916 2.247
C 3.5121 -0.1759 -2.7048 1.065 0.895 -1.852
C 2.0014 -0.0158 -2.9093 -0.136 1.108 -0.336
O 1.5728 -0.2626 -4.2558 0.615 -0.749 -0.043
C 1.6219 -1.6338 -4.6153 -0.114 0.043 0.925
N 4.3025 0.4492 -3.7933 -0.110 -0.269 -0.931
H 5.1614 0.0714 -1.2506 0.287 0.297 -1.027
H 3.7087 -0.2437 -0.6273 -0.583 0.634 0.193
H 4.0213 1.4181 -1.1850 -0.332 0.076 -0.398
H 3.7159 -1.2423 -2.8307 0.214 -0.050 0.548
H 1.7258 1.0396 -2.8583 0.024 0.006 0.796
H 1.4445 -0.6201 -2.1917 -0.097 0.046 0.019
H 2.5438 -2.1176 -4.2778 0.244 0.122 -0.414
H 1.5032 -1.7102 -5.6922 -0.060 -0.093 0.020
H 0.8455 -2.1781 -4.0632 -0.299 -0.028 -0.341
H 4.4508 1.4479 -3.7157 -0.228 0.019 0.522
H 3.8463 0.3329 -4.6942 -0.065 -0.149 0.117
C -2.8491 1.1258 -2.6384 -0.205 0.255 -0.343
C -3.7062 -0.1507 -2.4629 0.302 0.985 0.688
C -3.1323 -1.2620 -3.3435 -1.179 0.767 0.298
O -3.9087 -2.4485 -3.1694 0.790 0.595 -0.696
C -3.5973 -3.3835 -4.1838 -0.658 -0.336 0.892
N -3.7375 -0.5162 -1.0013 1.150 -1.268 -2.805
H -2.9736 1.7819 -1.7772 -0.283 -0.010 -0.021
H -3.0909 1.6697 -3.5572 -0.311 0.030 0.084
H -1.7670 0.9918 -2.7202 -0.027 -0.672 0.216
H -4.7499 0.0192 -2.7536 0.181 0.162 -0.291
H -2.0788 -1.4576 -3.1269 0.097 0.052 -0.048
H -3.2836 -0.8291 -4.3415 0.403 -0.585 -0.395
H -4.2907 -4.1933 -3.9418 0.202 -0.234 -0.610
H -2.5693 -3.7583 -4.1184 0.059 0.114 0.050
H -3.7675 -2.9706 -5.1823 -0.091 -0.058 -0.025
H -4.1092 -1.4556 -1.1877 -0.380 -0.116 1.189
H -2.7334 -0.7704 -1.0439 -0.401 0.171 1.707
```
Positions in Å, forces in eV/Å.

**Energy above the lowest of the compared OMol25 structures with the same formula, charge and spin**: 0.0 kcal/mol
**Lowest unoccupied orbital energy**: 2.405 eV
**Charge**: -1

***

DFT (ωB97M-V/def2-TZVPD) results for 10 unconnected molecules or ions with the total composition C22H62N2O10S8.

The geometry in XYZ format:
```
104
Properties=species:S:1:pos:R:3:forces:R:3
C -1.4506 -4.5261 -3.5942 -0.029 -0.259 2.416
C -0.6477 -4.3555 -4.7970 -0.527 -2.628 -2.895
O -0.5529 -5.3096 -5.5807 0.218 0.306 0.218
N -0.0791 -3.1938 -5.0342 -0.028 2.420 1.389
C 0.6743 -2.7624 -6.1642 0.958 -0.251 -0.842
H -0.8807 -5.2248 -2.9817 0.512 0.207 0.378
H -2.3548 -5.1336 -3.6336 -0.269 0.610 -0.958
H -1.5632 -3.6016 -3.0280 -0.278 -0.059 0.101
H -0.2541 -2.4957 -4.3256 0.055 0.155 0.070
H 0.1923 -2.0187 -6.7988 -0.626 -0.308 -0.036
H 0.9758 -3.6453 -6.7278 -0.161 0.144 -0.151
H 1.5794 -2.2278 -5.8760 0.139 -0.349 0.372
C 3.6554 4.5164 3.1291 0.282 0.902 -0.771
C 2.3913 4.8799 2.2913 1.152 0.763 0.899
O 2.0275 6.0313 2.2094 -0.193 1.258 0.041
N 1.8385 3.8892 1.6334 -0.789 -1.208 -1.139
C 0.7549 4.0092 0.6256 0.925 0.111 0.727
H 3.5022 3.9297 4.0349 -0.074 -0.109 -0.290
H 4.1903 5.4371 3.3620 -0.674 0.335 0.520
H 4.4091 4.1111 2.4539 -0.246 -0.962 0.036
H 2.2005 2.9803 1.8844 -0.315 0.037 -0.425
H -0.0459 3.3464 0.9535 -0.295 0.412 -0.350
H 1.0975 3.7470 -0.3754 0.227 -0.451 0.053
H 0.4946 5.0614 0.5107 -0.383 -0.166 0.546
C -5.1530 -5.0283 2.2202 -0.576 0.495 -1.140
S -4.7559 -3.3155 1.6092 0.974 -0.454 1.008
O -3.2814 -3.3041 1.9542 -0.469 0.521 -0.700
C -5.0367 -3.5627 -0.1965 0.310 -0.736 0.934
H -5.0631 -5.1045 3.3038 0.053 0.549 -0.131
H -4.4425 -5.7127 1.7565 0.010 0.119 -0.092
H -6.1713 -5.2658 1.9126 -0.024 -0.187 0.095
H -4.3741 -4.3954 -0.4323 -0.472 -0.320 -0.321
H -4.8482 -2.7765 -0.9276 0.196 0.512 0.782
H -6.1078 -3.7641 -0.1746 0.035 -0.485 -0.462
C 1.8910 0.0486 -4.4568 0.519 0.703 0.051
S 1.2454 1.4906 -5.4225 -1.078 -0.562 1.433
O 0.1056 0.9097 -6.1828 0.025 -0.047 -0.783
C 0.3753 2.3309 -4.0213 0.834 -0.530 0.876
H 1.1076 -0.7015 -4.3491 -0.075 0.475 0.249
H 2.2687 0.4435 -3.5137 -0.294 -0.138 0.253
H 2.7626 -0.4119 -4.9221 -0.120 0.190 -0.476
H -0.3073 1.6720 -3.4847 -0.401 -0.356 -0.887
H -0.1060 3.2563 -4.3376 0.158 -0.204 -0.163
H 1.0439 2.5107 -3.1793 0.647 0.703 -0.382
C 0.0834 -4.0339 2.4354 0.298 -0.478 0.679
S 0.3026 -2.9893 3.9699 -2.531 0.869 -1.770
O 0.1533 -1.5533 3.4316 0.531 -1.554 0.823
C -1.4280 -3.3484 4.6422 0.788 0.738 0.172
H 0.3109 -5.0801 2.6398 0.185 -0.048 0.418
H 0.8186 -3.7187 1.6950 -0.180 0.355 0.063
H -0.9427 -4.0459 2.0678 0.017 0.675 0.035
H -1.5642 -2.7580 5.5482 0.517 -0.206 0.295
H -1.5969 -4.4053 4.8489 0.090 0.062 -0.193
H -2.1543 -2.8952 3.9675 0.282 -0.497 -0.592
C 3.2024 -0.4867 3.9122 0.387 0.462 -0.464
S 3.9333 0.4167 2.4463 -0.743 1.258 0.393
O 3.0020 1.5873 2.0967 0.806 -2.460 0.412
C 5.2470 1.3414 3.2619 0.896 -0.652 0.814
H 2.2321 -0.8860 3.6171 -0.269 0.634 -0.160
H 3.1518 0.2277 4.7338 -0.259 -0.076 -0.050
H 3.7477 -1.3791 4.2193 0.667 0.251 -0.228
H 5.9759 0.6866 3.7395 -0.192 -0.436 0.144
H 4.8268 1.9800 4.0390 -0.188 0.022 -0.265
H 5.8784 1.9159 2.5842 -0.665 0.101 -0.428
C -1.0453 -1.2639 0.1909 0.845 -0.243 0.129
S 0.4067 -1.3836 -0.9576 -2.072 0.939 -0.118
O -0.2554 -1.2740 -2.3163 0.713 -0.063 0.226
C 1.2026 0.1985 -0.4781 0.157 -0.796 0.359
H -0.6034 -1.1869 1.1843 -0.274 0.096 0.216
H -1.6537 -2.1675 0.1547 0.346 -0.205 -0.188
H -1.7139 -0.4321 -0.0305 0.459 0.294 -0.221
H 0.6853 1.1364 -0.6799 -0.277 -0.247 -0.333
H 2.2180 0.1659 -0.8730 -0.129 0.139 -0.292
H 1.3172 0.0930 0.6007 -0.028 0.106 0.167
C 4.3853 2.5472 -0.5576 0.039 -0.983 -0.168
S 4.3679 3.0429 -2.3132 -0.740 2.677 1.497
O 3.1884 3.9954 -2.3989 0.627 -1.277 -0.446
C 5.7922 4.1696 -2.1820 0.918 0.291 -0.749
H 5.1964 1.8428 -0.3736 0.299 0.001 -0.165
H 3.4812 1.9553 -0.4151 -0.149 0.283 0.030
H 4.4264 3.3294 0.2004 -0.164 0.356 -0.510
H 6.1176 4.5475 -3.1513 0.020 -0.953 -0.593
H 6.6170 3.6460 -1.6987 0.051 0.078 -0.039
H 5.6561 5.1692 -1.7691 -0.958 -0.477 1.102
C -2.8856 1.1316 -2.9408 -0.203 0.394 -0.190
S -3.1326 2.1100 -1.4099 1.384 0.245 -0.507
O -1.7695 2.7547 -1.1107 -2.133 -0.561 -0.616
C -4.3262 3.3000 -2.2261 1.001 0.472 0.224
H -2.5499 1.8284 -3.7089 -0.216 0.067 -0.049
H -3.8468 0.6951 -3.2119 -0.055 0.059 -0.054
H -2.1343 0.3423 -2.9147 0.017 0.021 0.768
H -4.5459 4.1047 -1.5245 -0.153 -0.328 0.300
H -5.2370 2.8177 -2.5810 0.151 -0.254 0.285
H -3.8443 3.8107 -3.0598 0.236 -0.316 -0.153
C -3.5285 -0.2788 5.4619 0.163 -0.062 -1.087
S -4.3766 0.6953 4.1146 1.603 -0.435 0.165
O -4.0105 2.1102 4.3583 -0.476 0.316 0.221
C -3.2043 0.2235 2.7734 -0.283 -0.747 0.587
H -3.4506 -1.3116 5.1221 -0.594 -0.187 0.182
H -4.0463 -0.1673 6.4145 0.032 0.014 -0.218
H -2.4820 0.0233 5.5038 -0.108 0.571 0.170
H -3.0509 -0.8544 2.7207 -0.360 -0.212 -0.062
H -2.2211 0.6205 3.0260 -0.206 0.511 -0.126
H -3.6311 0.5738 1.8336 0.249 0.234 0.103
```
Positions in Å, forces in eV/Å.

**Energy above the lowest of the compared OMol25 structures with the same formula, charge and spin**: 0.0 kcal/mol
**Lowest unoccupied orbital energy**: -0.074 eV

***

Number 1: E_HOMO -6.34 eV. Number 2: E_HOMO -8.43 eV.